(1)
Molecular formula: C49H71IN9O10S
Method: DFT, wB97M-V/def2-TZVPD

Values from the calculation:
HOMO energy	-11.008	eV
E	-3849.722559	hartree
charge	+1

Last column: Mulliken charge in e.
Element x y z (Å)
C (-4.56, 1.95, -5.08)  -0.553
O (-3.54, 3.01, -5.08)  -0.329
C (-2.74, 3.02, -3.84)  -0.419
C (-1.10, 2.89, -4.12)  -0.630
C (-0.73, 1.71, -5.20)  -0.527
C (-0.29, 0.27, -4.48)  -0.347
C (-0.25, -0.94, -5.59)  -0.512
C (-1.14, -2.26, -5.21)  -0.507
C (-0.39, -3.63, -5.80)  -0.508
C (-0.52, -4.89, -4.71)  -0.525
C (0.59, -4.58, -3.54)  0.225
C (0.45, -5.57, -2.20)  -0.826
C (1.74, -5.45, -1.21)  -0.428
C (1.73, -4.19, -0.17)  0.362
I (0.03, -2.83, -0.32)  0.194
C (1.81, -4.80, 1.35)  -1.030
N (1.95, -3.79, 2.45)  -0.121
C (2.81, -2.60, 2.08)  -0.222
N (3.32, -1.78, 3.09)  0.156
C (3.09, -1.97, 4.57)  -0.739
C (2.25, -0.62, 5.08)  -0.528
C (0.93, -0.40, 4.10)  -0.298
N (0.09, 0.81, 4.55)  -0.530
N (3.15, -2.14, 0.67)  0.210
C (3.11, -3.26, -0.34)  -0.499
S (3.00, -2.50, -2.08)  -0.117
C (4.50, -4.12, -0.19)  -0.761
C (5.87, -3.19, -0.39)  -0.228
C (6.44, -2.53, 0.99)  -0.444
C (6.29, -0.88, 0.83)  -0.342
N (7.48, -0.26, 0.10)  -0.371
C (6.93, 0.84, -0.83)  0.511
C (6.77, 0.70, -2.46)  -0.728
O (6.60, 2.00, -0.25)  -0.563
H (-5.60, 2.42, -4.77)  0.247
H (-4.27, 1.00, -4.45)  0.234
H (-4.66, 1.57, -6.20)  0.217
H (-3.02, 2.16, -3.09)  0.238
H (-2.94, 4.06, -3.29)  0.294
H (-0.56, 2.79, -3.08)  0.276
H (-0.79, 3.95, -4.55)  0.309
H (0.14, 2.14, -5.88)  0.282
H (-1.62, 1.46, -5.94)  0.283
H (0.83, 0.45, -4.12)  0.105
H (-0.92, 0.03, -3.52)  0.226
H (0.89, -1.16, -5.82)  0.247
H (-0.71, -0.49, -6.59)  0.356
H (-2.23, -2.24, -5.67)  0.382
H (-1.30, -2.35, -4.03)  0.155
H (0.77, -3.34, -5.84)  0.161
H (-0.77, -3.92, -6.87)  0.365
H (-0.13, -5.85, -5.30)  0.201
H (-1.62, -4.99, -4.32)  0.312
H (0.55, -3.44, -3.28)  -0.169
H (1.68, -4.80, -3.97)  0.142
H (0.49, -6.68, -2.66)  0.325
H (-0.60, -5.49, -1.69)  0.248
H (1.75, -6.45, -0.55)  0.384
H (2.70, -5.53, -1.89)  0.193
H (2.70, -5.58, 1.47)  0.358
H (0.81, -5.43, 1.53)  0.350
H (2.39, -4.33, 3.26)  0.386
H (3.91, -0.94, 2.82)  0.319
H (4.12, -1.92, 5.17)  0.273
H (2.42, -2.88, 4.88)  0.329
H (1.80, -0.93, 6.14)  0.375
H (2.93, 0.33, 5.18)  0.310
H (0.21, -1.34, 4.09)  0.166
H (1.21, -0.18, 2.98)  0.078
H (0.46, 1.62, 3.98)  0.238
H (0.31, 0.97, 5.56)  0.267
H (2.60, -1.30, 0.38)  0.488
H (2.14, -1.40, -2.07)  0.175
H (4.61, -5.00, -0.98)  0.385
H (4.58, -4.64, 0.86)  0.134
H (5.74, -2.33, -1.17)  -0.097
H (6.70, -3.92, -0.83)  0.350
H (7.60, -2.81, 1.04)  0.414
H (5.82, -2.97, 1.88)  0.160
H (5.34, -0.59, 0.17)  0.112
H (6.12, -0.44, 1.90)  0.282
H (8.02, 0.30, 0.82)  0.315
H (7.82, 0.83, -2.99)  0.285
H (6.11, 1.62, -2.85)  0.287
H (6.22, -0.30, -2.77)  0.162
C (4.22, -4.84, -11.01)  -0.371
C (4.51, -5.71, -9.96)  -0.485
C (3.55, -5.99, -8.99)  -0.250
C (2.29, -5.39, -9.08)  0.065
C (1.99, -4.51, -10.12)  -0.235
C (2.96, -4.24, -11.09)  -0.519
N (1.26, -5.70, -8.07)  1.025
O (1.57, -6.47, -7.15)  -0.594
O (0.14, -5.18, -8.21)  -0.608
H (4.97, -4.63, -11.76)  0.371
H (5.50, -6.17, -9.90)  0.366
H (3.80, -6.67, -8.17)  0.423
H (1.01, -4.03, -10.20)  0.425
H (2.74, -3.55, -11.91)  0.371
C (-2.26, 1.17, 6.29)  -0.309
C (-1.87, 2.43, 6.74)  -0.470
C (-2.61, 3.09, 7.72)  -0.256
C (-3.74, 2.47, 8.26)  -0.157
C (-4.15, 1.20, 7.81)  -0.320
C (-3.40, 0.56, 6.82)  -0.651
N (-4.51, 3.14, 9.31)  0.991
O (-4.13, 4.27, 9.67)  -0.585
O (-5.49, 2.55, 9.79)  -0.582
H (-1.68, 0.65, 5.53)  0.779
H (-0.98, 2.90, 6.32)  0.357
H (-2.28, 4.07, 8.06)  0.421
H (-5.03, 0.71, 8.22)  0.465
H (-3.70, -0.43, 6.47)  0.394
C (-4.11, 8.79, 7.62)  -0.446
C (-4.72, 9.01, 6.38)  -0.566
C (-4.20, 8.41, 5.23)  -0.168
C (-3.07, 7.58, 5.34)  0.015
C (-2.46, 7.37, 6.58)  -0.299
C (-2.98, 7.98, 7.72)  -0.480
N (-2.54, 6.93, 4.14)  1.078
O (-3.10, 7.16, 3.06)  -0.608
O (-1.56, 6.18, 4.27)  -0.622
H (-4.52, 9.26, 8.52)  0.379
H (-5.60, 9.65, 6.32)  0.393
H (-4.68, 8.59, 4.28)  0.457
H (-1.58, 6.73, 6.67)  0.487
H (-2.51, 7.81, 8.69)  0.380
C (-5.66, 3.62, 1.79)  -0.452
C (-5.27, 4.88, 2.23)  -0.486
C (-6.01, 5.54, 3.22)  -0.039
C (-7.14, 4.92, 3.76)  -0.098
C (-7.55, 3.66, 3.31)  -0.303
C (-6.80, 3.01, 2.32)  -0.474
N (-7.91, 5.60, 4.81)  0.981
O (-7.53, 6.73, 5.17)  -0.576
O (-8.89, 5.01, 5.28)  -0.581
H (-5.08, 3.11, 1.03)  0.415
H (-4.38, 5.35, 1.81)  0.408
H (-5.69, 6.53, 3.55)  0.373
H (-8.43, 3.17, 3.71)  0.446
H (-7.11, 2.03, 1.97)  0.385

(2)
Molecular formula: C22H15Cl2N2O7
Method: DFT, wB97M-V/def2-TZVPD

Values from the calculation:
HOMO energy	-4.049	eV
E	-2403.948110	hartree
charge	-1

Last column: natural (NBO) charge in e.
Element x y z (Å)
N (-0.32, -3.74, 3.46)  -0.229
C (0.63, -3.07, 3.30)  0.256
C (1.80, -2.28, 3.14)  -0.072
C (1.71, -0.92, 2.97)  -0.113
C (0.51, -0.26, 3.33)  0.278
N (-0.45, 0.30, 3.71)  -0.241
C (2.91, -0.10, 2.70)  0.483
O (2.83, 1.05, 2.27)  -0.425
C (4.21, -0.78, 2.93)  -0.106
Cl (5.58, 0.23, 2.85)  0.099
C (4.30, -2.12, 3.16)  -0.128
Cl (5.78, -2.92, 3.39)  0.089
C (3.08, -2.99, 3.21)  0.477
O (3.13, -4.21, 3.35)  -0.455
C (-4.66, 4.37, -1.83)  -0.252
O (-4.51, 3.32, -0.85)  -0.511
C (-3.27, 2.81, -0.64)  0.282
C (-3.12, 1.89, 0.43)  -0.268
C (-1.88, 1.38, 0.73)  -0.187
C (-0.76, 1.74, -0.03)  -0.035
C (0.60, 1.17, 0.30)  -0.436
C (0.92, -0.05, -0.43)  -0.464
C (1.49, 0.12, -1.76)  0.767
O (2.03, 1.14, -2.15)  -0.670
O (1.37, -0.93, -2.64)  -0.552
C (0.44, -1.97, -2.30)  0.536
C (-1.01, -1.54, -2.49)  -0.672
C (0.76, -3.15, -3.22)  -0.622
O (0.67, -2.38, -0.94)  -0.563
C (0.40, -1.34, -0.05)  0.735
O (-0.29, -1.53, 0.93)  -0.704
C (-0.91, 2.59, -1.12)  -0.146
C (-2.14, 3.15, -1.43)  -0.339
H (-5.72, 4.62, -1.79)  0.190
H (-4.05, 5.25, -1.57)  0.178
H (-4.39, 4.02, -2.84)  0.175
H (-4.00, 1.60, 1.00)  0.213
H (-1.75, 0.68, 1.56)  0.238
H (1.36, 1.90, 0.00)  0.239
H (0.65, 0.96, 1.37)  0.208
H (-1.29, -0.70, -1.84)  0.246
H (-1.18, -1.26, -3.54)  0.211
H (-1.66, -2.40, -2.26)  0.216
H (1.81, -3.43, -3.12)  0.222
H (0.13, -4.00, -2.97)  0.212
H (0.57, -2.85, -4.26)  0.211
H (-0.04, 2.80, -1.75)  0.222
H (-2.24, 3.82, -2.28)  0.204

(3)
Molecular formula: C3H7OPS
Method: DFT, wB97M-V/def2-TZVPD

Values from the calculation:
HOMO energy	-8.875	eV
E	-933.229219	hartree

Last column: natural (NBO) charge in e.
Element x y z (Å)
C (2.03, -0.02, 1.50)  -0.290
C (0.83, 0.34, 1.06)  -0.581
C (-1.30, 0.76, -1.67)  -0.825
O (-1.38, -1.24, 0.71)  -0.956
P (-0.07, -0.71, -0.15)  1.362
S (0.80, -2.27, -0.87)  -0.514
H (2.42, 0.53, 2.42)  0.210
H (2.50, -0.88, 1.19)  0.216
H (0.37, 1.32, 1.25)  0.235
H (-0.53, 1.27, -2.30)  0.220
H (-1.65, -0.05, -2.34)  0.223
H (-2.05, 1.48, -1.25)  0.217
H (-1.97, -0.54, 0.45)  0.485

(4)
Molecular formula: CH13O5S
Method: DFT, wB97M-V/def2-TZVPD

Values from the calculation:
HOMO energy (alpha / beta)	-10.683 / -10.651	eV
spin multiplicity	2
E	-820.214582	hartree

Last column: Löwdin spin population.
Element x y z (Å)
C (0.76, 1.99, -2.38)  0.091
S (-0.05, 1.59, -0.79)  0.820
H (0.32, 1.62, -3.30)  0.006
H (1.77, 1.52, -2.43)  0.005
H (0.94, 3.06, -2.59)  0.025
H (1.27, 0.88, 1.15)  0.000
H (2.26, -0.24, 1.33)  0.000
O (1.88, 0.52, 1.82)  -0.001
H (1.23, -0.52, -0.81)  0.014
H (0.88, -1.98, -0.36)  0.000
O (1.57, -1.43, -0.74)  0.021
H (-3.28, 0.20, -0.12)  0.000
H (-1.84, 0.38, -0.43)  0.008
O (-2.48, -0.33, -0.19)  0.009
H (-1.70, -1.80, 0.53)  0.000
H (-0.70, -2.58, 1.36)  0.000
O (-1.40, -2.71, 0.72)  0.000
H (0.23, -0.23, 2.78)  0.000
H (-0.93, 0.36, 1.89)  0.000
O (-0.71, -0.29, 2.56)  0.000

(5)
Molecular formula: C5H12N2
Method: DFT, wB97M-V/def2-TZVPD

Values from the calculation:
HOMO energy	-9.054	eV
E	-307.158271	hartree
SMILES string	N/C=C/N.C=CC

Last column: natural (NBO) charge in e.
Element x y z (Å)
N (-1.51, -0.01, -1.57)  -0.852
C (-0.17, 0.47, -1.63)  -0.041
C (0.35, 0.98, -2.73)  -0.049
N (1.70, 1.47, -2.75)  -0.852
H (-2.11, 0.66, -1.09)  0.364
H (-1.56, -0.88, -1.05)  0.364
H (0.46, 0.41, -0.74)  0.173
H (-0.24, 1.05, -3.64)  0.172
H (1.73, 2.39, -3.16)  0.359
H (2.28, 0.87, -3.33)  0.362
C (0.90, -1.72, 2.09)  -0.406
C (0.28, -0.55, 2.12)  -0.171
C (-1.04, -0.30, 2.79)  -0.647
H (1.85, -1.84, 1.58)  0.201
H (0.47, -2.60, 2.57)  0.188
H (0.74, 0.30, 1.63)  0.194
H (-1.79, -0.01, 2.06)  0.213
H (-1.39, -1.20, 3.31)  0.210
H (-0.95, 0.50, 3.53)  0.218